1.
C2H6AlF2O | wB97M-V/def2-TZVPD

Summary:
HOMO energy   -16.49 eV
HOMO-LUMO gap   6.63 eV
Net charge   +1
E_LUMO   -0.36208 hartree

Atoms and positions in Å:
Al1 0.293 -23.003 19.123
F1 -1.568 -22.813 20.274
F2 1.064 -24.096 17.356
C1 0.210 -26.059 21.258
C2 -0.801 -25.405 20.283
O1 -0.075 -24.964 19.116
H1 -0.152 -26.123 22.284
H2 1.078 -25.426 21.440
H3 0.647 -26.991 20.897
H4 -1.261 -24.526 20.735
H5 -1.581 -26.111 19.998
H6 0.173 -25.784 18.681

Cartesian forces (eV/Å) of the 3 atoms listed first:
Al -3.25 -5.25 -2.04
F 4.28 0.99 -2.61
F -0.52 3.54 2.48

---

2.
C7H16N2O | wB97M-V/def2-TZVPD

Summary:
HOMO energy   -7.45 eV
HOMO-LUMO gap   8.20 eV
E_LUMO   0.02763 hartree

Atoms and positions in Å:
C1 -0.231 -0.667 -0.062
C2 1.566 0.047 0.209
C3 -0.697 0.625 0.423
C4 -0.398 -1.864 0.839
C5 1.970 1.166 1.157
C6 2.281 0.182 -1.127
C7 -2.628 0.398 0.298
N1 -0.526 -0.927 -1.401
N2 -3.312 1.133 -0.637
O1 -3.246 -0.455 0.931
H1 1.931 -0.879 0.666
H2 -0.357 -1.879 -1.703
H3 -0.514 -0.140 -2.039
H4 -4.316 1.015 -0.728
H5 -2.739 1.664 -1.281
H6 -0.564 1.477 -0.236
H7 -0.627 0.803 1.490
H8 0.505 -2.113 1.401
H9 -0.720 -2.789 0.352
H10 -1.149 -1.764 1.629
H11 1.528 1.031 2.148
H12 3.371 0.168 -1.002
H13 3.056 1.169 1.320
H14 1.702 2.150 0.762
H15 2.013 1.119 -1.626
H16 2.099 -0.672 -1.786

Cartesian forces (eV/Å) of the 3 atoms listed first:
C 3.10 1.83 0.65
C 0.36 -2.69 -0.58
C -6.18 -0.33 -0.23

---

3.
C33H34Br2FN5O8SSiTl | wB97M-V/def2-TZVPD

Summary:
HOMO energy   -3.66 eV
HOMO-LUMO gap   5.03 eV
Net charge   -1
E_LUMO   0.05057 hartree

Atoms and positions in Å:
Tl1 0.605 1.280 0.347
Br1 3.702 1.124 2.019
C1 2.703 1.857 3.493
Br2 0.795 1.576 3.461
H1 2.877 2.925 3.474
H2 3.102 1.386 4.380
F1 3.364 6.639 -4.035
C2 2.719 5.489 -3.782
C3 1.647 5.452 -2.985
N1 0.967 4.285 -2.722
C4 -0.196 4.341 -1.824
C5 0.236 4.729 -0.392
O1 0.536 5.924 -0.243
O2 0.237 3.817 0.476
C6 1.422 3.071 -3.177
O3 0.917 1.998 -2.914
N2 2.527 3.160 -4.015
C7 3.222 4.291 -4.427
O4 4.130 4.224 -5.231
H3 1.270 6.324 -2.467
H4 -0.701 3.382 -1.877
H5 -0.854 5.127 -2.195
H6 2.855 2.278 -4.377
C8 -4.300 4.188 3.745
C9 -3.160 4.570 3.049
C10 -2.551 3.694 2.160
C11 -3.073 2.413 1.934
C12 -4.220 2.049 2.649
C13 -4.828 2.920 3.546
Si1 -2.223 1.239 0.709
C14 -3.038 -0.439 1.070
C15 -2.679 -1.143 2.225
C16 -3.207 -2.392 2.515
C17 -4.111 -2.987 1.642
C18 -4.488 -2.311 0.490
C19 -3.961 -1.052 0.217
C20 -2.817 1.735 -1.025
C21 -3.847 2.653 -1.259
C22 -4.224 3.011 -2.547
C23 -3.581 2.449 -3.643
C24 -2.555 1.536 -3.439
C25 -2.180 1.194 -2.147
H7 -4.771 4.873 4.441
H8 -2.732 5.554 3.203
H9 -1.645 3.998 1.647
H10 -4.647 1.062 2.504
H11 -5.715 2.610 4.086
H12 -1.953 -0.703 2.903
H13 -2.902 -2.913 3.416
H14 -4.516 -3.968 1.858
H15 -5.196 -2.762 -0.196
H16 -4.265 -0.540 -0.691
H17 -4.356 3.104 -0.412
H18 -5.023 3.728 -2.697
H19 -3.872 2.727 -4.649
H20 -2.035 1.103 -4.284
H21 -1.355 0.500 -2.009
C26 6.962 -6.218 -0.532
C27 5.803 -5.240 -0.680
S1 4.487 -5.692 0.424
O5 4.864 -5.303 1.763
O6 4.115 -7.060 0.161
C28 3.152 -4.639 -0.086
C29 1.958 -4.828 0.848
N3 1.003 -3.747 0.659
C30 1.000 -2.587 1.368
N4 0.083 -1.743 0.940
C31 -0.556 -2.361 -0.085
C32 0.003 -3.588 -0.286
N5 -0.338 -4.554 -1.276
O7 -1.304 -4.327 -1.970
O8 0.376 -5.548 -1.378
C33 1.911 -2.329 2.516
H22 7.751 -5.957 -1.236
H23 6.633 -7.236 -0.732
H24 7.371 -6.181 0.477
H25 5.384 -5.255 -1.688
H26 6.087 -4.222 -0.413
H27 2.883 -4.906 -1.108
H28 3.525 -3.614 -0.039
H29 2.280 -4.805 1.887
H30 1.481 -5.780 0.649
H31 -1.379 -1.911 -0.617
H32 1.871 -3.136 3.248
H33 1.591 -1.404 2.989
H34 2.949 -2.211 2.198

Cartesian forces (eV/Å) of the 3 atoms listed first:
Tl -0.30 0.07 -0.53
Br 0.14 -0.07 0.11
C 0.30 0.09 0.05

---

4.
C4H12 | wB97M-V/def2-TZVPD

Summary:
HOMO energy   -11.74 eV
HOMO-LUMO gap   12.93 eV
SMILES string   CC.CC
E_LUMO   0.04371 hartree

Atoms and positions in Å:
C1 0.787 -1.947 -0.266
C2 2.182 -1.239 -0.320
H1 0.199 -1.311 0.387
H2 0.306 -2.056 -1.233
H3 0.904 -2.980 0.048
H4 2.367 -0.947 -1.350
H5 2.981 -1.864 0.071
H6 2.133 -0.383 0.348
C3 -1.899 1.451 -0.338
C4 -1.080 1.731 0.922
H7 -1.553 1.949 -1.252
H8 -1.933 0.417 -0.672
H9 -2.912 1.835 -0.200
H10 -0.186 2.326 0.745
H11 -0.797 0.754 1.319
H12 -1.620 2.254 1.709

Cartesian forces (eV/Å) of the 3 atoms listed first:
C 1.11 0.16 -0.12
C -0.98 -0.45 -0.03
H -0.62 -0.63 0.14

---

5.
C26H36FeN5OS2Si | wB97M-V/def2-TZVPD

Summary:
HOMO energy (spin up / spin down)   -9.63 / -9.68 eV
HOMO-LUMO gap (spin up / spin down)   6.56 / 6.32 eV
Spin multiplicity   5
Net charge   +1
E_LUMO (spin up / spin down)   -0.11288 / -0.12322 hartree

Atoms and positions in Å:
Fe1 0.014 -1.012 0.061
C1 -1.539 -3.019 2.308
Si1 -0.006 -2.041 2.860
C2 1.433 -2.939 1.991
C3 0.194 -2.103 4.726
N1 -0.112 -0.528 2.036
C4 -0.280 0.773 2.410
C5 -0.441 1.214 3.734
C6 -0.695 2.541 4.023
C7 -0.811 3.477 3.007
C8 -0.650 3.081 1.686
C9 -0.360 1.761 1.399
O1 -0.213 1.246 0.101
C10 -0.076 2.097 -0.989
C11 -0.836 1.801 -2.111
C12 -0.764 2.620 -3.227
C13 0.060 3.734 -3.215
C14 0.861 3.991 -2.111
C15 0.807 3.167 -0.997
H1 -1.406 -4.082 2.523
H2 -1.701 -2.923 1.231
H3 -2.447 -2.687 2.815
H4 1.500 -3.978 2.318
H5 2.391 -2.458 2.188
H6 1.275 -2.955 0.900
H7 0.382 -3.129 5.044
H8 -0.710 -1.763 5.233
H9 1.034 -1.493 5.061
H10 -0.375 0.480 4.525
H11 -0.817 2.852 5.052
H12 -1.017 4.514 3.230
H13 -0.765 3.806 0.895
H14 -1.490 0.939 -2.083
H15 -1.364 2.394 -4.098
H16 0.074 4.403 -4.065
H17 1.530 4.841 -2.111
H18 1.434 3.358 -0.136
C16 5.291 1.997 -0.983
C17 4.108 1.569 -1.843
N2 4.048 0.116 -1.997
C18 3.429 -0.701 -1.140
S1 2.504 -0.124 0.163
N3 3.584 -2.028 -1.309
C19 3.898 -2.676 -2.581
C20 2.729 -2.574 -3.561
H19 5.245 3.064 -0.771
H20 6.236 1.786 -1.486
H21 5.274 1.458 -0.036
H22 4.168 2.007 -2.840
H23 3.175 1.886 -1.386
H24 4.766 -0.280 -2.586
H25 3.066 -2.584 -0.648
H26 4.124 -3.717 -2.360
H27 4.799 -2.236 -3.010
H28 1.849 -3.058 -3.135
H29 2.964 -3.059 -4.507
H30 2.493 -1.526 -3.752
N4 -7.169 -0.653 0.458
C21 -6.492 -0.519 -0.691
S2 -7.214 -0.077 -2.099
C22 -5.025 -0.717 -0.628
C23 -4.286 -0.290 0.475
C24 -2.913 -0.438 0.471
N5 -2.247 -1.018 -0.534
C25 -2.956 -1.426 -1.593
C26 -4.323 -1.282 -1.689
H31 -8.164 -0.501 0.441
H32 -6.751 -1.012 1.300
H33 -4.761 0.196 1.316
H34 -2.321 -0.090 1.308
H35 -2.396 -1.885 -2.399
H36 -4.846 -1.594 -2.581

Cartesian forces (eV/Å) of the 3 atoms listed first:
Fe -0.20 1.61 1.16
C 0.34 -0.05 0.40
Si -0.15 -0.36 -0.32

---

6.
C23H28HfN3O2PS2 | wB97M-V/def2-TZVPD

Summary:
HOMO energy   -17.14 eV
HOMO-LUMO gap   1.91 eV
Net charge   +4
E_LUMO   -0.55956 hartree

Atoms and positions in Å:
C1 1.699 -4.730 0.902
C2 2.370 -4.673 -0.593
S1 1.586 -3.449 -1.773
C3 0.061 -2.634 -1.046
C4 0.406 -1.039 -0.872
C5 1.827 -0.682 -0.067
C6 2.365 0.881 0.161
C7 3.779 1.273 0.904
C8 3.674 1.430 2.537
N1 4.803 0.558 3.125
N2 2.373 0.942 3.138
N3 4.003 2.857 3.019
C9 1.373 2.072 -0.467
C10 -0.059 1.707 -1.251
C11 -0.599 0.154 -1.476
C12 -2.025 -0.226 -2.242
C13 -3.039 -0.967 -1.142
C14 -3.501 -2.561 -1.288
C15 -4.455 -3.364 -0.224
C16 -5.049 -2.596 1.106
C17 -4.634 -0.992 1.268
C18 -5.249 -0.241 2.624
C19 -3.668 -0.181 0.186
C20 -0.912 3.021 -1.836
O1 -2.245 3.116 -1.827
C21 0.056 4.261 -2.404
P1 -0.475 5.241 -3.987
S2 0.377 6.991 -3.992
C22 1.358 4.592 -1.697
C23 1.801 3.685 -0.363
O2 2.427 4.192 0.705
H1 0.542 -4.959 0.783
H2 2.173 -5.643 1.461
H3 1.921 -3.717 1.455
H4 3.504 -4.329 -0.448
H5 2.365 -5.751 -1.070
H6 -0.377 -3.155 -0.094
H7 -0.780 -2.698 -1.891
H8 2.530 -1.544 0.346
H9 4.540 0.390 0.668
H10 4.236 2.226 0.365
H11 5.716 1.010 2.845
H12 4.777 -0.404 2.697
H13 1.637 1.706 3.063
H14 2.546 0.888 4.186
H15 3.130 3.393 3.222
H16 4.454 3.371 2.220
H17 -2.545 0.692 -2.748
H18 -1.820 -1.009 -3.118
H19 -3.046 -3.124 -2.233
H20 -4.715 -4.514 -0.410
H21 -5.709 -3.143 1.907
H22 -6.421 -0.107 2.447
H23 -5.114 -0.913 3.573
H24 -4.738 0.802 2.818
H25 -3.435 0.946 0.423
H26 -1.899 5.252 -4.208
H27 0.098 4.481 -5.106
H28 2.025 5.467 -2.097
Hf1 -6.021 -4.251 -2.186

Cartesian forces (eV/Å) of the 3 atoms listed first:
C -0.15 -0.32 -0.87
C 0.92 -0.69 1.92
S -0.40 0.25 0.79

---

| no. | DFT total energy (eV) | strongest force on any atom (eV/Å) |
| --- | --- | --- |
| 1 | -16240.65978 | 6.498 |
| 2 | -12543.84196 | 6.196 |
| 3 | -224813.14573 | 0.614 |
| 4 | -4342.06494 | 1.264 |
| 5 | -100976.52820 | 1.993 |
| 6 | -65062.57265 | 8.859 |